Molecular formula: C4H13N2O2
Method: DFT, wB97M-V/def2-TZVPD

Bonds (Å) are listed after each position.
Atoms and positions in Å:
1 N 3.218 0.571 -0.730  C2 1.352, H5 1.012, H6 1.005
2 C 1.888 0.759 -0.581  N1 1.352, O3 1.349, O4 1.216
3 O 1.122 0.434 -1.642  C2 1.349, H7 0.966
4 O 1.366 1.157 0.442  C2 1.216
5 H 3.803 0.931 0.013  N1 1.012
6 H 3.598 0.623 -1.659  N1 1.005
7 H 1.594 -0.148 -2.252  O3 0.966
8 C -0.890 -1.814 0.733  C9 1.518, H12 1.092, H13 1.091, H14 1.088
9 C -1.694 -0.646 0.191  C8 1.518, C10 1.517, N11 1.517, H15 1.086
10 C -3.193 -0.824 0.344  C9 1.517, H16 1.089, H17 1.085, H18 1.087
11 N -1.264 0.598 0.944  C9 1.517, H19 1.051, H20 1.023, H21 1.021
12 H 0.180 -1.599 0.756  C8 1.092
13 H -1.214 -2.056 1.746  C8 1.091
14 H -1.044 -2.693 0.111  C8 1.088
15 H -1.428 -0.449 -0.843  C9 1.086
16 H -3.462 -0.991 1.386  C10 1.089
17 H -3.492 -1.728 -0.175  C10 1.085
18 H -3.750 0.027 -0.041  C10 1.087
19 H -0.261 0.847 0.752  N11 1.051
20 H -1.855 1.392 0.684  N11 1.023
21 H -1.383 0.446 1.947  N11 1.021

Frontier orbital gap: 12.002 eV
Relative energy (zero: lowest compared OMol25 entry of this formula, charge and spin): 0.000 eV
Total charge: +1
Calculated total energy: -11429.4740 eV
E_LUMO: -2.8 eV
Largest force on an atom: 0.007 hartree/bohr